*i*
DFT (ωB97M-V/def2-TZVPD) results for a 2-piece molecular cluster, H4OP2 overall.

Properties
Lowest unoccupied orbital energy (alpha / beta) ... -1.1 / -1.2 eV
Orbital gap (alpha / beta) ... 7.73 / 8.20 eV
2S+1 ... 1

Each line ends with the natural charge from an NBO analysis.
Atoms and positions in Å:
O1 1.698 0.477 0.110  -1.082
P1 -1.160 1.036 -0.054  0.019
P2 0.601 -0.164 -0.527  1.224
H1 -0.744 1.411 1.214  0.034
H2 -1.575 -0.138 0.510  0.011
H3 1.137 -0.465 -1.885  -0.015
H4 0.043 -2.157 0.632  -0.191

---

*ii*
DFT (ωB97M-V/def2-TZVPD) results for H4OP2 as an isolated structure.

Properties
Lowest unoccupied orbital energy ... 0.1 eV
Orbital gap ... 10.23 eV
2S+1 ... 1

Each line ends with the natural charge from an NBO analysis.
Atoms and positions in Å:
O1 1.927 -0.405 0.287  -1.087
P1 -0.940 -1.033 -0.016  -0.066
P2 0.791 0.321 -0.219  1.282
H1 -2.540 -0.144 -0.121  0.020
H2 -0.731 -0.830 1.470  0.023
H3 0.602 1.525 0.327  -0.088
H4 0.891 0.566 -1.728  -0.084

---

The structure with the greatest stability is *ii*.

---

*i*
DFT (ωB97M-V/def2-TZVPD) results for a 2-piece molecular cluster, C9H14O overall.

Properties
Lowest unoccupied orbital energy (alpha / beta) ... -3.9 / -7.4 eV
Charge ... +1
Orbital gap (alpha / beta) ... 10.09 / 6.74 eV
⟨S²⟩ ... 0.77
2S+1 ... 2

Each line ends with the natural charge from an NBO analysis.
Atoms and positions in Å:
C1 1.592 -1.714 -1.582  -0.672
C2 0.124 -2.210 0.383  -0.188
C3 0.436 -1.356 -0.706  0.203
C4 -0.949 -1.903 1.165  -0.177
C5 -0.233 -0.101 -0.834  -0.166
C6 -1.718 -0.726 0.912  0.451
C7 -1.271 0.251 -0.039  -0.225
O1 -2.663 -0.458 1.773  -0.535
H1 0.704 -3.059 0.598  0.248
H2 -1.044 -2.329 2.157  0.261
H3 1.851 -2.739 -1.353  0.241
H4 1.352 -1.588 -2.638  0.264
H5 0.272 0.602 -1.488  0.256
H6 -1.925 1.099 -0.200  0.246
H7 -3.059 0.425 1.653  0.519
H8 2.452 -1.070 -1.382  0.272
C8 1.589 3.438 -1.042  -0.650
C9 2.139 3.006 0.306  -0.620
H9 2.043 3.077 -1.950  0.219
H10 0.516 3.496 -1.024  0.203
H11 1.888 4.484 -1.193  0.230
H12 2.832 3.712 0.752  0.226
H13 2.657 2.050 0.357  0.197
H14 1.336 2.868 1.031  0.198

---

*ii*
DFT (ωB97M-V/def2-TZVPD) results for a 2-piece molecular cluster, C9H14O overall.

Properties
Lowest unoccupied orbital energy (alpha / beta) ... -4.8 / -8.2 eV
Charge ... +1
Orbital gap (alpha / beta) ... 8.28 / 4.82 eV
⟨S²⟩ ... 0.77
2S+1 ... 2

Each line ends with the natural charge from an NBO analysis.
Atoms and positions in Å:
C1 0.855 2.034 2.600  -0.063
C2 1.860 0.965 3.024  -0.632
O1 -0.412 1.437 2.298  -0.718
H1 0.717 2.677 3.462  0.196
H2 1.198 2.518 1.690  0.158
H3 2.877 1.361 3.098  0.227
H4 -0.254 0.609 1.853  0.443
H5 1.941 0.185 2.258  0.170
H6 1.565 0.565 3.991  0.224
C3 -2.594 -0.181 -2.473  -0.677
C4 1.108 -1.284 -0.716  -0.021
C5 1.098 -0.745 -2.048  -0.061
C6 -0.079 -1.557 -0.064  -0.259
C7 -0.082 -0.455 -2.696  -0.241
C8 -1.278 -1.331 -0.716  -0.044
C9 -1.263 -0.627 -1.988  0.214
H7 2.037 -1.621 -0.274  0.252
H8 2.022 -0.268 -2.360  0.254
H9 -0.175 -2.069 0.881  0.261
H10 -0.060 0.135 -3.565  0.252
H11 -2.190 -1.790 -0.385  0.250
H12 -3.110 -1.131 -2.721  0.284
H13 -2.546 0.313 -3.437  0.257
H14 -3.235 0.257 -1.710  0.276

---

The structure with the greatest stability is *i*.

---

*i*
DFT (ωB97M-V/def2-TZVPD) results for a 3-piece molecular cluster, C2H9NO3 overall.

Properties
Lowest unoccupied orbital energy ... 0.6 eV
SMILES string ... NCC=O.O.O
Orbital gap ... 10.61 eV
2S+1 ... 1

Each line ends with the natural charge from an NBO analysis.
Atoms and positions in Å:
O1 -1.468 0.195 1.891  -0.507
C1 -0.564 -0.438 1.421  0.423
C2 -0.032 -0.182 0.031  -0.333
N1 1.391 0.215 0.101  -0.837
H1 -0.067 -1.229 1.995  0.127
H2 -0.653 0.584 -0.426  0.194
H3 -0.077 -1.108 -0.549  0.217
H4 1.444 1.126 0.544  0.362
H5 1.705 0.392 -0.847  0.373
H6 -3.537 2.566 -2.750  0.471
H7 -2.562 1.417 -3.008  0.467
O2 -2.659 2.372 -3.090  -0.938
H8 2.640 -2.338 2.213  0.464
H9 2.141 -1.312 1.156  0.489
O3 2.298 -2.260 1.318  -0.973

---

*ii*
DFT (ωB97M-V/def2-TZVPD) results for a 3-piece molecular cluster, C2H9NO3 overall.

Properties
Lowest unoccupied orbital energy ... 0.7 eV
SMILES string ... NCC=O.O.O
Orbital gap ... 10.46 eV
2S+1 ... 1

Each line ends with the natural charge from an NBO analysis.
Atoms and positions in Å:
O1 1.470 0.962 -0.514  -0.515
C1 0.788 0.749 -1.482  0.411
C2 -0.651 0.306 -1.367  -0.345
N1 -1.167 0.115 0.006  -0.825
H1 1.197 1.059 -2.461  0.114
H2 -1.369 0.995 -1.814  0.220
H3 -0.838 -0.659 -1.851  0.221
H4 -0.594 -0.650 0.340  0.360
H5 -1.053 0.891 0.628  0.360
H6 4.019 -2.115 0.317  0.488
H7 3.500 -3.072 -0.934  0.481
O2 3.280 -2.541 -0.164  -0.969
H8 -3.039 0.416 2.375  0.475
H9 -3.604 1.802 2.800  0.468
O3 -3.696 0.849 2.945  -0.943

---

*iii*
DFT (ωB97M-V/def2-TZVPD) results for a 3-piece molecular cluster, C2H9NO3 overall.

Properties
Lowest unoccupied orbital energy ... 0.3 eV
SMILES string ... CNC=O.O.O
Orbital gap ... 9.52 eV
2S+1 ... 1

Each line ends with the natural charge from an NBO analysis.
Atoms and positions in Å:
C1 -0.312 -1.488 1.493  0.550
N1 -1.040 -0.317 1.483  -0.654
C2 -2.411 -0.238 1.013  -0.423
O1 -0.515 -2.522 0.915  -0.583
H1 0.466 -1.430 2.275  0.092
H2 -0.549 0.547 1.319  0.412
H3 -3.007 -1.152 0.978  0.223
H4 -2.871 0.513 1.669  0.193
H5 -2.482 0.211 0.025  0.188
H6 2.698 1.365 -3.682  0.476
H7 3.127 0.265 -2.982  0.476
O2 2.360 0.867 -2.904  -0.939
H8 1.407 1.123 -1.340  0.505
H9 1.961 1.190 0.129  0.466
O3 1.166 1.065 -0.391  -0.981

---

The structure with the greatest stability is *iii*.